DFT (ωB97M-V with the def2-TZVPD basis set) results for 6 unconnected molecules or ions with the total composition C27H30N6O2PS.

Last column: natural (NBO) charge in e.
Geometry (Å):
N (1.05, -1.69, 3.15)  -0.839
C (-0.39, -1.44, 3.33)  -0.497
P (-1.47, -2.72, 2.63)  0.891
S (-3.28, -3.04, 3.35)  -0.669
C (-0.79, -0.07, 2.65)  0.784
O (0.17, 0.71, 2.49)  -0.793
O (-1.98, 0.02, 2.33)  -0.728
H (1.24, -2.69, 3.12)  0.340
H (1.33, -1.28, 2.27)  0.385
H (-0.61, -1.38, 4.40)  0.220
H (-0.72, -3.89, 2.81)  -0.079
H (-1.39, -2.48, 1.25)  0.003
N (2.96, 4.50, 4.71)  -0.437
C (4.24, 4.30, 4.41)  0.011
C (4.68, 3.22, 3.65)  -0.273
C (3.75, 2.31, 3.18)  -0.178
C (2.41, 2.50, 3.49)  -0.269
C (2.08, 3.61, 4.26)  0.024
H (4.94, 5.03, 4.78)  0.178
H (5.74, 3.12, 3.43)  0.207
H (4.06, 1.46, 2.59)  0.224
H (1.65, 1.82, 3.12)  0.303
H (1.04, 3.79, 4.52)  0.195
N (-2.11, -1.90, -0.99)  -0.423
C (-1.69, -1.88, -2.25)  0.035
C (-2.55, -1.76, -3.33)  -0.275
C (-3.91, -1.67, -3.09)  -0.180
C (-4.35, -1.69, -1.78)  -0.262
C (-3.41, -1.80, -0.76)  0.048
H (-0.62, -1.95, -2.40)  0.185
H (-2.15, -1.75, -4.34)  0.205
H (-4.62, -1.59, -3.91)  0.231
H (-5.40, -1.61, -1.54)  0.213
H (-3.71, -1.81, 0.28)  0.225
N (4.55, -1.27, 1.88)  -0.419
C (5.79, -1.30, 1.38)  0.031
C (6.89, -1.74, 2.09)  -0.271
C (6.71, -2.17, 3.40)  -0.177
C (5.43, -2.15, 3.93)  -0.261
C (4.38, -1.69, 3.14)  0.032
H (5.89, -0.95, 0.36)  0.189
H (7.87, -1.74, 1.63)  0.212
H (7.55, -2.52, 3.98)  0.209
H (5.24, -2.48, 4.94)  0.217
H (3.37, -1.65, 3.52)  0.233
N (-6.41, -2.31, -5.57)  -0.419
C (-6.00, -2.29, -6.83)  0.036
C (-6.86, -2.17, -7.91)  -0.262
C (-8.22, -2.06, -7.67)  -0.171
C (-8.65, -2.09, -6.35)  -0.260
C (-7.71, -2.21, -5.34)  0.039
H (-4.93, -2.37, -6.99)  0.194
H (-6.46, -2.15, -8.92)  0.217
H (-8.92, -1.96, -8.48)  0.214
H (-9.71, -2.01, -6.11)  0.219
H (-8.02, -2.23, -4.30)  0.197
N (2.85, 5.60, -0.32)  -0.433
C (2.48, 5.35, -1.57)  0.017
C (1.75, 4.23, -1.94)  -0.272
C (1.38, 3.33, -0.96)  -0.169
C (1.75, 3.57, 0.35)  -0.242
C (2.48, 4.72, 0.62)  0.030
H (2.79, 6.08, -2.32)  0.178
H (1.47, 4.08, -2.98)  0.208
H (0.80, 2.44, -1.20)  0.225
H (1.48, 2.89, 1.14)  0.254
H (2.79, 4.95, 1.63)  0.199

The HOMO energy is -5.00 eV. Its gap between HOMO and LUMO is 7.004 eV. The net charge is -1. For the LUMO energy, the calculation gives 2.008 eV.